Record 1
C21H23BrClINO4 | the ωB97M-V functional and the def2-TZVPD basis

## Properties
Net charge: -1
E_tot, eV: -122495.705

```
52
C21H23BrClINO4, DFT the ωB97M-V functional and the def2-TZVPD basis
C -4.387 0.399 1.041
C -3.410 1.078 0.034
C -2.103 1.458 0.765
C -3.237 0.290 -1.281
C -2.453 -1.055 -1.197
C -0.936 -0.870 -1.154
C -0.170 -0.356 -2.200
I -1.063 0.302 -3.997
C 1.217 -0.271 -2.101
C 1.910 -0.585 -0.908
C 3.417 -0.520 -0.772
C 4.085 0.846 -0.685
O 5.021 0.989 0.070
N 3.562 1.864 -1.548
C 3.573 3.166 -0.861
C 4.312 1.847 -2.808
C 1.150 -0.976 0.192
C -0.250 -1.215 -0.001
C -0.885 -1.941 1.162
O -1.387 -3.024 0.902
C -0.535 -1.623 2.581
C -1.602 -1.709 3.651
C -2.532 -2.937 3.557
O -2.234 -3.946 4.110
Cl -4.028 -2.830 2.573
C 0.723 -1.253 2.767
C 1.686 -1.068 1.597
O 2.678 -0.442 1.932
H -5.117 -0.240 0.528
H -3.836 -0.147 1.813
H -4.947 1.192 1.562
H -3.899 2.033 -0.218
H -1.281 1.683 0.069
H -2.248 2.305 1.450
H -1.757 0.594 1.351
H -4.261 0.031 -1.608
H -2.837 0.975 -2.033
H -2.690 -1.728 -2.033
H -2.839 -1.549 -0.297
H 1.768 0.094 -3.015
H 3.705 -1.099 0.107
H 3.841 -1.122 -1.596
H 3.717 3.071 0.219
H 4.364 3.796 -1.297
H 2.595 3.640 -1.033
H 3.686 2.304 -3.586
H 5.270 2.386 -2.713
H 4.487 0.814 -3.137
H -1.191 -1.564 4.653
H -2.248 -0.834 3.448
H 1.018 -0.940 3.768
Br 2.580 -1.315 -3.825
```

Atom charges from the Mulliken analysis, given in e for atoms 1 to 4: -1.03 0.59 -1.29 -0.83

=====

Record 2
C21H23BrN3 | the ωB97M-V functional and the def2-TZVPD basis

## Properties
Net charge: +1
Energy above the lowest of the compared OMol25 structures with the same formula, charge and spin, eV: 3.916
SMILES: C=CCc1nn(CCc2ccccc2)c(CCc2ccccc2)[n+]1Br

```
48
C21H23BrN3, DFT the ωB97M-V functional and the def2-TZVPD basis
C -0.452 -0.780 5.028
C -1.855 -0.600 4.942
C -2.664 -0.760 3.604
C -1.904 -0.158 2.363
N -2.257 0.992 1.768
N -1.423 1.201 0.709
C -1.554 2.353 -0.196
C -2.777 2.012 -1.171
C -2.444 0.646 -1.885
C -2.945 -0.646 -1.354
C -2.639 -1.934 -1.985
C -1.793 -1.958 -3.185
C -1.257 -0.716 -3.743
C -1.609 0.565 -3.088
C -0.545 0.161 0.668
C 0.606 -0.081 -0.344
C 1.582 1.186 -0.522
C 3.026 0.574 -0.697
C 3.547 0.303 -2.047
C 4.874 -0.306 -2.143
C 5.627 -0.618 -0.931
C 5.127 -0.332 0.418
C 3.779 0.265 0.515
N -0.785 -0.744 1.685
Br 0.041 -2.344 2.096
H 0.015 -1.726 5.426
H 0.270 -0.003 4.649
H -2.403 -0.307 5.876
H -2.864 -1.837 3.348
H -3.638 -0.196 3.671
H -1.733 3.312 0.369
H -0.671 2.500 -0.865
H -2.931 2.788 -1.961
H -3.729 1.859 -0.603
H -3.573 -0.666 -0.422
H -3.011 -2.901 -1.561
H -1.544 -2.921 -3.685
H -0.613 -0.717 -4.653
H -1.213 1.507 -3.547
H 0.228 -0.464 -1.332
H 1.260 -0.906 0.066
H 1.615 1.797 0.420
H 1.285 1.767 -1.430
H 2.894 0.553 -2.922
H 5.271 -0.532 -3.158
H 6.641 -1.067 -1.025
H 5.763 -0.576 1.297
H 3.377 0.457 1.538
```

Atom charges from the Mulliken analysis, given in e for atoms 1 to 4: -0.83 -0.13 -0.78 0.55

=====

Record 3
C21H23Cl2NO6 | the ωB97M-V functional and the def2-TZVPD basis

## Properties
Net charge: 0
Energy above the lowest of the compared OMol25 structures with the same formula, charge and spin, eV: 0.111
SMILES: CCCC(=O)OCOC(=O)C1=C(C)NC(C)=C(C(=O)OC)[C@@H]1c1cccc(Cl)c1Cl

```
53
C21H23Cl2NO6, DFT the ωB97M-V functional and the def2-TZVPD basis
C -3.912 -1.133 -2.351
C -4.904 -1.582 -1.285
C -5.822 -0.436 -0.842
C -5.040 0.685 -0.208
O -4.967 1.809 -0.615
O -4.449 0.266 0.935
C -3.530 1.136 1.555
O -2.341 0.451 1.826
C -1.570 0.157 0.732
O -1.890 0.522 -0.376
C -0.377 -0.622 1.015
C -0.013 -1.109 2.226
N 1.102 -1.892 2.326
C 1.887 -2.280 1.264
C 1.603 -1.841 0.018
C 2.360 -2.259 -1.164
O 3.365 -2.938 -1.183
O 1.798 -1.800 -2.300
C 2.472 -2.135 -3.500
H 2.526 -3.220 -3.618
H 1.894 -1.690 -4.305
H 3.488 -1.735 -3.490
C 0.468 -0.864 -0.227
C 0.997 0.457 -0.759
C 0.593 0.904 -2.011
C 1.046 2.101 -2.530
C 1.923 2.888 -1.804
C 2.333 2.462 -0.553
C 1.872 1.257 -0.030
Cl 2.411 0.799 1.540
Cl 3.423 3.442 0.362
H 2.288 3.825 -2.193
H 0.715 2.430 -3.502
H -0.097 0.299 -2.576
H -0.186 -1.266 -1.010
C 3.000 -3.192 1.654
H 3.718 -2.645 2.266
H 2.616 -4.027 2.239
H 3.512 -3.567 0.775
H 1.378 -2.215 3.242
C -0.741 -0.887 3.509
H -0.247 -1.404 4.329
H -0.784 0.176 3.736
H -1.767 -1.239 3.432
H -3.924 1.449 2.526
H -3.355 2.000 0.896
H -6.538 -0.807 -0.106
H -6.362 -0.029 -1.697
H -4.363 -1.959 -0.416
H -5.526 -2.391 -1.675
H -3.244 -0.374 -1.952
H -3.315 -1.977 -2.689
H -4.436 -0.715 -3.208
```

Atom charges from the Mulliken analysis, given in e for atoms 1 to 4: -0.80 -0.40 -0.65 0.70

=====

Record 4
C21H23ClN2 | the ωB97M-V functional and the def2-TZVPD basis

## Properties
Net charge: 0
Energy above the lowest of the compared OMol25 structures with the same formula, charge and spin, eV: 0.000

```
47
C21H23ClN2, DFT the ωB97M-V functional and the def2-TZVPD basis
C 1.363 -4.346 -0.219
Cl 2.646 1.054 0.666
N 1.401 -3.176 -0.106
C 2.196 -1.002 -3.644
C 0.383 -0.782 2.856
C -0.165 -0.514 1.621
C 1.775 -1.542 -2.464
C -2.383 2.898 2.625
C -1.556 2.266 3.588
C -2.500 2.426 1.328
C -0.977 0.678 1.856
C -0.805 1.153 3.155
C -1.809 1.255 0.907
N 0.061 0.236 3.724
C -3.029 -0.557 -0.316
C -2.340 1.541 -1.520
C -1.901 0.542 -0.433
C 0.560 0.940 -1.179
C 3.635 -1.474 -0.955
C -0.534 -0.117 -0.815
C 2.028 0.486 -0.950
C -0.045 -1.158 0.247
C 1.405 -1.712 0.054
C 2.194 -1.032 -1.091
H 1.911 -1.444 -4.595
H 2.786 -0.113 -3.716
H 0.997 -1.641 3.072
H 1.169 -2.444 -2.519
H -2.949 3.776 2.933
H -1.503 2.560 4.628
H -3.127 2.918 0.634
H 0.348 0.258 4.690
H -4.021 -0.152 -0.046
H -2.715 -1.314 0.454
H -3.139 -1.091 -1.302
H -2.377 1.062 -2.509
H -1.659 2.414 -1.556
H -3.320 1.989 -1.310
H 0.390 1.813 -0.557
H 0.464 1.223 -2.240
H 4.023 -1.271 0.069
H 4.272 -0.879 -1.646
H 3.729 -2.542 -1.224
H -0.701 -0.722 -1.724
H 2.622 1.011 -1.710
H -0.760 -1.999 0.272
H 1.958 -1.478 0.971
```

Atom charges from the Mulliken analysis, given in e for atoms 1 to 4: -0.31 -0.19 0.20 -1.07